# 1
Below is C55H70BMoN14O2PS as an isolated structure, with properties calculated with wB97M-V/def2-TZVPD.

Output
total charge: +2
lowest unoccupied orbital energy (spin up / spin down): -5.5 / -6.3 eV
2S+1: 3
molecular weight: 1129.05 g mol⁻¹
HOMO (spin up / spin down): -11.8 / -11.8 eV

Structure (XYZ):
```
145
C55H70BMoN14O2PS, DFT wB97M-V/def2-TZVPD
Mo 0.04 -0.24 -0.35
C -1.02 -2.42 4.61
C -1.50 -2.04 3.26
C -2.78 -2.14 2.77
C -2.75 -1.71 1.44
N -1.49 -1.28 1.15
N -0.72 -1.55 2.27
B 0.83 -1.78 2.34
N 1.68 -0.72 3.01
N 1.85 0.55 2.54
C 2.73 1.13 3.33
C 3.14 0.24 4.35
C 2.46 -0.92 4.12
C 2.55 -2.17 4.94
C 3.23 2.56 3.21
C 2.62 3.39 4.35
C 4.76 2.57 3.40
C 2.91 3.20 1.85
N 1.27 -2.24 0.85
N 0.36 -2.35 -0.19
C 0.67 -3.44 -0.90
C 1.83 -4.01 -0.37
C 2.18 -3.23 0.71
C 3.33 -3.39 1.65
C -0.19 -4.03 -2.00
C 0.58 -4.18 -3.31
C -1.45 -3.21 -2.22
C -0.60 -5.43 -1.50
C -4.02 -1.93 0.61
C -4.05 -1.37 -0.80
C -5.24 -1.36 1.37
C -4.20 -3.46 0.51
H -1.88 -2.71 5.22
H -0.51 -1.60 5.11
H -0.33 -3.27 4.56
H -3.62 -2.52 3.31
H 0.99 -2.76 3.01
H 3.84 0.42 5.15
H 3.22 -1.98 5.78
H 2.96 -3.01 4.38
H 1.59 -2.48 5.34
H 2.82 2.94 5.32
H 1.54 3.49 4.25
H 3.05 4.40 4.35
H 5.05 2.25 4.40
H 5.14 3.58 3.24
H 5.24 1.90 2.67
H 3.78 3.15 1.19
H 2.09 2.70 1.34
H 2.66 4.25 1.97
H 2.32 -4.90 -0.70
H 4.15 -3.88 1.14
H 3.04 -4.02 2.49
H 3.65 -2.42 2.03
H 0.84 -3.21 -3.73
H -0.04 -4.71 -4.04
H 1.50 -4.76 -3.18
H -1.24 -2.26 -2.71
H -1.93 -3.00 -1.26
H -2.15 -3.76 -2.84
H 0.27 -6.08 -1.36
H -1.25 -5.90 -2.24
H -1.14 -5.37 -0.56
H -4.78 -1.93 -1.39
H -3.10 -1.46 -1.31
H -4.39 -0.33 -0.81
H -5.16 -0.28 1.53
H -5.39 -1.84 2.33
H -6.13 -1.54 0.77
H -3.40 -3.91 -0.08
H -5.15 -3.68 0.03
H -4.20 -3.93 1.50
C -1.65 1.08 -14.03
O -0.44 0.89 -13.31
C -0.50 0.80 -11.98
C 0.72 0.57 -11.33
C 0.76 0.45 -9.96
C -0.40 0.56 -9.20
C -1.61 0.80 -9.85
C -1.67 0.92 -11.23
C -0.32 0.40 -7.75
N 0.70 -0.12 -7.10
C 0.34 -0.08 -5.79
C -0.92 0.47 -5.62
N -1.33 0.77 -6.90
C -1.52 0.65 -4.35
C -2.77 1.26 -4.12
C -3.20 1.42 -2.84
C -2.42 0.94 -1.79
N -1.26 0.32 -1.96
C -0.79 0.19 -3.24
C 0.50 -0.39 -3.39
N 1.13 -0.78 -2.26
C 2.33 -1.34 -2.37
C 2.98 -1.50 -3.59
C 2.38 -1.07 -4.74
C 1.09 -0.52 -4.66
H -1.38 1.08 -15.08
H -2.11 2.04 -13.78
H -2.36 0.27 -13.83
H 1.62 0.49 -11.93
H 1.70 0.27 -9.46
H -2.54 0.87 -9.29
H -2.62 1.10 -11.71
H -2.18 1.23 -7.17
H -3.36 1.62 -4.95
H -4.15 1.90 -2.61
H -2.75 1.07 -0.77
H 2.79 -1.66 -1.45
H 3.96 -1.95 -3.60
H 2.85 -1.16 -5.71
O 2.39 -0.17 0.06
N 3.18 0.70 -0.52
C 4.52 0.54 -0.39
C 5.39 1.40 -1.01
C 4.89 2.44 -1.78
C 3.52 2.60 -1.89
C 2.67 1.72 -1.23
S 0.96 1.93 -1.20
H 4.81 -0.30 0.22
H 6.45 1.24 -0.89
H 5.56 3.13 -2.29
H 3.09 3.41 -2.46
C -3.45 3.63 1.53
N -2.13 4.17 1.21
C -1.41 4.45 2.45
N -1.31 3.29 3.32
C -2.65 2.81 3.62
N -3.40 2.47 2.41
C -2.82 1.30 1.76
P -1.09 1.62 1.14
C -1.37 3.29 0.34
C -0.45 2.25 2.78
H -3.97 3.37 0.60
H -4.03 4.41 2.03
H -1.93 5.24 2.99
H -0.40 4.81 2.20
H -3.19 3.61 4.14
H -2.60 1.94 4.27
H -3.48 0.96 0.97
H -2.75 0.50 2.49
H -1.87 3.19 -0.62
H -0.39 3.74 0.15
H 0.55 2.63 2.64
H -0.40 1.40 3.47
```

Here are the Löwdin charges for atoms 1 to 8, given in e: 1.493, 0.000, -0.255, 0.013, -0.228, -0.023, 0.036, -0.495

=====

# 2
Below is an isolated molecule of C4H5NO, with properties calculated with wB97M-V/def2-TZVPD.

Output
lowest unoccupied orbital energy: 0.8 eV
molecular weight: 83.09 g mol⁻¹
HOMO: -8.6 eV

Structure (XYZ):
```
11
C4H5NO, DFT wB97M-V/def2-TZVPD
N 1.51 0.05 -0.21
C 1.36 -1.21 0.28
C 0.49 1.02 -0.34
C -0.77 0.68 -0.09
C -1.08 -0.73 0.29
O 0.10 -1.53 0.55
H 2.46 0.33 -0.39
H 0.81 2.01 -0.62
H -1.57 1.41 -0.16
H -1.64 -1.25 -0.49
H -1.67 -0.77 1.21
```

Here are the Löwdin charges for atoms 1 to 8, given in e: -0.013, -0.103, -0.117, -0.075, -0.161, -0.109, 0.114, 0.116

=====

# 3
Below is a 2-piece molecular cluster, C6H13NO overall at a distorted geometry, with properties calculated with wB97M-V/def2-TZVPD.

Output
SMILES: C=CC(=C)CCN.O
lowest unoccupied orbital energy: 0.7 eV
molecular weight: 115.18 g mol⁻¹
HOMO: -8.7 eV

Structure (XYZ):
```
21
C6H13NO, DFT wB97M-V/def2-TZVPD
C 1.23 0.74 1.68
C 1.33 -0.32 0.90
C 1.38 -0.45 -0.56
C 2.07 0.24 -1.49
C 0.32 -1.42 -1.15
C -1.05 -1.05 -0.66
N -1.61 0.23 -1.16
H 1.16 0.66 2.76
H 1.07 1.74 1.28
H 1.50 -1.32 1.33
H 1.95 -0.17 -2.47
H 2.59 1.16 -1.33
H 0.43 -1.48 -2.23
H 0.59 -2.37 -0.67
H -1.79 -1.82 -0.99
H -1.16 -1.12 0.43
H -1.17 0.62 -1.98
H -1.72 0.84 -0.36
O -2.25 1.91 1.84
H -2.85 1.20 2.07
H -2.03 2.18 2.75
```

Here are the Löwdin charges for atoms 1 to 8, given in e: 0.016, -0.175, -0.321, 0.062, -0.180, -0.295, 0.013, 0.053

=====

# 4
Below is a 2-piece molecular cluster, C5H3Cl2NO2 overall at a distorted geometry, with properties calculated with wB97M-V/def2-TZVPD.

Output
SMILES: O=C=C(Cl)Cl.C=CN=C=O
lowest unoccupied orbital energy: -0.7 eV
molecular weight: 179.99 g mol⁻¹
HOMO: -9.1 eV

Structure (XYZ):
```
13
C5H3Cl2NO2, DFT wB97M-V/def2-TZVPD
O -2.21 1.81 -2.01
C -1.69 2.48 -1.21
C -1.13 3.27 -0.37
Cl -2.10 4.22 0.78
Cl 0.64 3.38 -0.20
C 1.06 -0.63 0.82
C -0.12 -0.11 0.44
N -0.85 0.72 1.18
C -0.96 1.50 2.11
O -1.17 2.36 2.84
H 1.45 -0.30 1.77
H 1.39 -1.28 0.14
H -0.60 -0.24 -0.45
```

Here are the Löwdin charges for atoms 1 to 8, given in e: 0.195, -0.316, -1.056, 0.656, 0.628, 0.064, -0.234, 0.113

=====

# 5
Below is C47H39IIrN2OP2 as an isolated structure at a distorted geometry, with properties calculated with wB97M-V/def2-TZVPD.

Output
total charge: +1
lowest unoccupied orbital energy (spin up / spin down): -4.4 / -4.1 eV
molecular weight: 1028.91 g mol⁻¹
HOMO (spin up / spin down): -9.0 / -8.9 eV

Structure (XYZ):
```
93
C47H39IIrN2OP2, DFT wB97M-V/def2-TZVPD
Ir 1.42 -0.53 -0.21
I 4.12 -0.65 -0.76
C 4.40 -0.24 1.34
C 5.66 0.13 1.75
C 5.89 0.38 3.11
C 4.87 0.23 4.01
C 3.58 -0.15 3.60
C 2.53 -0.30 4.54
C 1.29 -0.69 4.14
C 1.02 -0.92 2.78
C 1.99 -0.74 1.82
C 3.31 -0.38 2.22
H 6.46 0.22 1.04
H 6.88 0.66 3.43
H 5.04 0.41 5.07
H 2.76 -0.10 5.57
H 0.50 -0.82 4.87
H 0.03 -1.23 2.50
C 1.91 5.26 1.18
N 1.95 4.14 0.27
C 1.81 4.45 -1.14
C 2.04 2.88 0.67
O 1.98 1.92 -0.09
H 2.77 5.91 1.04
H 1.90 4.91 2.21
H 1.00 5.84 1.00
H 2.47 5.27 -1.42
H 0.78 4.74 -1.36
H 2.06 3.57 -1.71
H 2.17 2.76 1.76
C -2.00 -0.65 -1.24
P -0.50 0.42 -1.28
C -1.23 2.07 -1.50
C -1.16 3.05 -0.52
C -1.80 4.27 -0.71
C -2.48 4.51 -1.89
C -2.52 3.55 -2.89
C -1.91 2.33 -2.69
C 0.29 0.11 -2.87
C 0.91 1.11 -3.58
C 1.89 0.85 -4.54
C 2.31 -0.48 -4.75
C 1.75 -1.52 -4.10
C 0.64 -1.34 -3.10
P -2.45 -0.88 0.57
C -4.08 -1.70 0.35
C -5.18 -1.30 1.11
C -6.39 -1.95 0.98
C -6.51 -3.03 0.12
C -5.41 -3.47 -0.60
C -4.20 -2.82 -0.47
C -3.00 0.82 0.97
C -4.00 1.50 0.27
C -4.40 2.76 0.67
C -3.81 3.37 1.76
C -2.82 2.70 2.47
C -2.42 1.44 2.07
H -1.70 -1.63 -1.62
H -2.82 -0.25 -1.85
H -0.61 2.86 0.39
H -1.77 5.02 0.05
H -2.99 5.46 -2.04
H -3.03 3.76 -3.82
H -1.94 1.57 -3.46
H 0.64 2.13 -3.37
H 2.34 1.65 -5.09
H 3.10 -0.66 -5.47
H 2.07 -2.53 -4.27
H -0.25 -1.86 -3.50
H -5.09 -0.47 1.79
H -7.24 -1.62 1.56
H -7.46 -3.54 0.02
H -5.49 -4.33 -1.24
H -3.34 -3.18 -1.02
H -4.50 1.02 -0.56
H -5.18 3.27 0.13
H -4.13 4.34 2.08
H -2.37 3.16 3.34
H -1.66 0.91 2.63
N 3.31 -8.95 1.43
C 2.95 -7.97 0.95
C 2.51 -6.76 0.38
C 3.36 -6.03 -0.45
C 2.94 -4.83 -0.99
C 1.65 -4.35 -0.71
C 0.80 -5.10 0.11
C 1.22 -6.29 0.64
C 1.24 -3.15 -1.31
C 0.99 -2.06 -1.84
H 4.36 -6.40 -0.65
H 3.59 -4.27 -1.65
H -0.19 -4.72 0.32
H 0.57 -6.87 1.28
```

Here are the Löwdin charges for atoms 1 to 8, given in e: 0.750, 1.080, -0.547, -0.147, -0.069, -0.023, -0.171, -0.033

=====

# 6
Below is a 7-piece molecular cluster, C35H81N3O11 overall at a distorted geometry, with properties calculated with wB97M-V/def2-TZVPD.

Output
SMILES: CC1(C)CCCC(C)(C)N1O.CC1(C)CCCC(C)(C)N1O.CC1(C)CCCC(C)(C)N1O.OCCO.OCCO.OCCO.OCCO
lowest unoccupied orbital energy: 0.3 eV
molecular weight: 720.04 g mol⁻¹
HOMO: -7.5 eV

Structure (XYZ):
```
130
C35H81N3O11, DFT wB97M-V/def2-TZVPD
C 1.07 -0.30 8.03
C 0.57 0.66 6.94
C -0.82 1.18 7.34
C 1.56 1.88 6.94
C 1.28 2.86 5.80
C 1.53 2.15 4.50
C 0.63 0.91 4.32
C -0.78 1.46 3.88
C 1.39 0.22 3.11
N 0.62 0.08 5.57
O -0.18 -1.06 5.44
H 1.95 -0.88 7.76
H 1.27 0.28 8.93
H 0.32 -1.07 8.21
H -0.85 1.96 8.10
H -1.20 1.77 6.51
H -1.43 0.32 7.59
H 1.51 2.57 7.78
H 2.59 1.52 6.92
H 0.26 3.23 5.93
H 2.03 3.65 5.89
H 2.54 1.77 4.58
H 1.38 2.83 3.66
H -0.81 1.72 2.82
H -0.90 2.46 4.30
H -1.61 0.83 4.16
H 1.40 0.71 2.14
H 0.92 -0.75 2.90
H 2.41 0.00 3.43
H 0.50 -1.74 5.42
C -0.16 1.73 -6.72
C 1.22 2.26 -6.34
C 2.30 1.53 -7.15
C 1.10 3.76 -6.74
C 2.27 4.60 -6.36
C 2.46 4.52 -4.78
C 2.59 3.07 -4.28
C 4.04 2.48 -4.53
C 2.32 3.15 -2.72
N 1.48 2.29 -4.92
O 1.28 1.07 -4.34
H -0.96 2.05 -6.05
H -0.45 1.84 -7.76
H -0.26 0.68 -6.47
H 2.11 1.63 -8.22
H 3.31 1.93 -7.04
H 2.31 0.45 -6.99
H 0.90 3.87 -7.80
H 0.26 4.12 -6.14
H 3.17 4.37 -6.93
H 2.08 5.65 -6.60
H 1.64 5.04 -4.27
H 3.38 5.08 -4.61
H 4.55 2.99 -5.34
H 3.94 1.41 -4.74
H 4.67 2.65 -3.66
H 2.48 2.24 -2.15
H 1.27 3.32 -2.49
H 2.80 3.99 -2.21
H 2.12 0.62 -4.53
C -0.20 -5.97 2.81
C -0.01 -4.43 3.01
C -1.26 -3.67 3.53
C 1.09 -4.25 4.10
C 2.57 -4.44 3.59
C 2.91 -3.64 2.28
C 1.84 -3.81 1.19
C 2.05 -2.52 0.32
C 2.12 -5.07 0.35
N 0.45 -3.75 1.71
O -0.49 -3.67 0.71
H 0.66 -6.54 3.16
H -1.15 -6.32 3.22
H -0.41 -6.13 1.75
H -2.13 -3.86 2.89
H -1.44 -3.76 4.60
H -1.04 -2.61 3.57
H 1.02 -3.23 4.48
H 0.92 -4.95 4.92
H 3.19 -4.09 4.42
H 2.67 -5.52 3.49
H 3.80 -4.11 1.84
H 3.16 -2.65 2.67
H 1.64 -2.54 -0.69
H 3.11 -2.29 0.19
H 1.61 -1.67 0.84
H 3.12 -5.08 -0.10
H 1.43 -5.10 -0.49
H 1.85 -5.87 1.04
H -0.67 -2.74 0.61
O -0.58 1.42 -2.22
C -1.26 0.21 -2.36
C -1.86 -0.36 -1.08
O -0.79 -0.48 -0.14
H 0.05 1.44 -2.95
H -2.05 0.27 -3.10
H -0.50 -0.50 -2.69
H -2.35 -1.33 -1.15
H -2.57 0.40 -0.76
H -0.72 0.41 0.22
O -2.28 -2.73 -3.35
C -2.16 -2.50 -4.74
C -2.90 -3.44 -5.70
O -2.23 -4.64 -5.75
H -1.83 -3.54 -3.11
H -2.76 -1.59 -4.80
H -1.13 -2.21 -4.95
H -3.03 -3.00 -6.69
H -3.93 -3.53 -5.35
H -1.39 -4.53 -6.19
O -6.89 0.16 0.90
C -7.20 -0.03 -0.49
C -6.00 -0.48 -1.28
O -6.28 -0.35 -2.68
H -7.70 -0.02 1.38
H -7.96 -0.81 -0.54
H -7.73 0.83 -0.91
H -5.82 -1.53 -1.06
H -5.09 0.01 -0.94
H -6.35 0.56 -3.00
O 0.10 5.18 1.39
C -0.43 4.64 0.19
C -1.52 3.57 0.32
O -0.77 2.41 0.40
H -0.57 5.70 1.85
H -0.75 5.48 -0.43
H 0.37 4.20 -0.39
H -2.14 3.61 -0.58
H -2.15 3.68 1.20
H -0.61 2.07 -0.49
```

Here are the Löwdin charges for atoms 1 to 8, given in e: -0.043, -0.488, -0.027, -0.148, -0.196, -0.173, -0.430, -0.011